(1)
This record from OMol25 describes a cluster of 11 separate species, C24H61BF4N5O14PS3 in total in a non-equilibrium geometry. The level of theory is wB97M-V/def2-TZVPD.

Each line ends with the Löwdin charge.
Element x y z (Å)
1 N 4.184 1.416 1.382  0.297
2 H 3.795 2.349 1.289  0.122
3 H 4.922 1.317 2.080  0.159
4 H 4.714 1.226 0.504  0.090
5 H 3.405 0.754 1.523  0.086
6 N 3.431 3.974 -2.792  0.293
7 H 3.694 4.552 -1.992  0.149
8 H 3.767 4.351 -3.673  0.149
9 H 2.394 3.828 -2.675  0.079
10 H 3.821 3.036 -2.616  0.084
11 N -0.684 3.898 -4.351  0.283
12 H -0.224 3.459 -5.153  0.150
13 H -1.683 3.710 -4.465  0.136
14 H -0.649 4.916 -4.329  0.150
15 H -0.273 3.414 -3.508  0.074
16 N 0.701 -2.503 1.897  0.288
17 H 1.694 -2.443 2.120  0.103
18 H 0.332 -1.544 1.847  0.071
19 H 0.195 -3.097 2.547  0.152
20 H 0.598 -2.868 0.939  0.068
21 N -4.211 3.166 -0.952  0.295
22 H -4.767 3.740 -1.594  0.152
23 H -3.363 2.818 -1.490  0.076
24 H -4.827 2.416 -0.637  0.138
25 H -3.896 3.791 -0.209  0.153
26 C 1.378 1.668 -0.532  0.026
27 C 0.480 2.371 -1.368  -0.280
28 C -1.057 2.131 -1.264  -0.320
29 O -1.787 2.730 -2.091  -0.081
30 C -1.511 1.299 -0.217  -0.011
31 C -0.626 0.625 0.636  -0.345
32 C 0.863 0.772 0.415  -0.307
33 O 1.707 0.013 0.975  -0.017
34 O -1.091 -0.219 1.431  0.021
35 O 0.947 3.160 -2.249  -0.105
36 H 2.433 1.665 -0.756  0.103
37 H -2.584 1.192 -0.157  0.081
38 B 5.495 1.316 -1.700  -1.233
39 F 5.384 0.174 -0.862  0.094
40 F 5.343 2.475 -0.906  0.092
41 F 6.719 1.242 -2.335  0.161
42 F 4.463 1.363 -2.657  0.095
43 C -4.316 0.836 2.720  -0.245
44 C -3.887 1.080 4.147  -0.234
45 C -5.047 0.546 4.959  -0.224
46 S -5.346 -1.070 4.232  0.685
47 O -6.757 -1.373 4.139  -0.308
48 O -4.475 -2.105 4.739  -0.311
49 C -4.656 -0.654 2.587  -0.199
50 H -3.589 1.221 1.994  0.081
51 H -5.142 1.513 2.460  0.113
52 H -3.640 2.095 4.451  0.118
53 H -3.024 0.427 4.324  0.113
54 H -5.950 1.133 4.765  0.112
55 H -5.015 0.536 6.047  0.120
56 H -5.451 -0.933 1.899  0.099
57 H -3.765 -1.256 2.433  0.088
58 C 3.817 -3.651 -2.158  -0.190
59 C 3.542 -2.345 -1.428  -0.227
60 C 4.442 -2.389 -0.192  -0.240
61 S 4.154 -4.012 0.522  0.711
62 O 2.903 -3.946 1.244  -0.348
63 O 5.307 -4.589 1.180  -0.303
64 C 3.811 -4.798 -1.100  -0.178
65 H 4.731 -3.679 -2.744  0.120
66 H 3.009 -3.841 -2.871  0.104
67 H 2.491 -2.206 -1.170  0.089
68 H 3.826 -1.412 -1.923  0.107
69 H 4.165 -1.573 0.476  0.083
70 H 5.511 -2.281 -0.372  0.113
71 H 2.924 -5.417 -0.994  0.103
72 H 4.638 -5.435 -1.410  0.102
73 C 0.575 3.678 5.710  -0.191
74 C -0.657 3.058 4.966  -0.213
75 C -0.222 1.875 4.160  -0.232
76 S 1.547 1.556 4.459  0.700
77 O 2.404 2.237 3.490  -0.345
78 O 1.777 0.152 4.745  -0.323
79 C 1.497 2.495 5.993  -0.224
80 H 0.264 4.189 6.617  0.119
81 H 1.109 4.413 5.105  0.113
82 H -1.121 3.807 4.326  0.114
83 H -1.333 2.779 5.772  0.114
84 H -0.438 1.733 3.102  0.084
85 H -0.798 1.055 4.599  0.098
86 H 2.522 2.595 6.343  0.116
87 H 0.994 1.823 6.695  0.117
88 C -4.400 -1.246 -1.618  -0.039
89 C -3.100 -1.598 -0.893  -0.244
90 O -2.523 -2.816 -1.388  -0.147
91 P -1.023 -2.885 -1.866  0.430
92 O -0.049 -3.061 -0.780  -0.214
93 O -0.822 -1.526 -2.718  -0.197
94 C 0.465 -1.248 -3.273  -0.256
95 C 0.333 -0.737 -4.695  -0.046
96 O -0.955 -4.018 -2.978  -0.157
97 C -1.891 -3.935 -4.082  -0.243
98 C -1.406 -5.010 -5.049  -0.061
99 H -4.549 -0.167 -1.544  0.053
100 H -4.281 -1.555 -2.658  0.083
101 H -5.288 -1.750 -1.241  0.083
102 H -2.372 -0.822 -1.121  0.073
103 H -3.300 -1.689 0.173  0.107
104 H 1.001 -0.504 -2.677  0.111
105 H 1.090 -2.143 -3.207  0.105
106 H 1.218 -0.919 -5.302  0.089
107 H -0.488 -1.202 -5.242  0.073
108 H 0.100 0.331 -4.672  0.057
109 H -2.915 -4.052 -3.730  0.120
110 H -1.895 -2.978 -4.610  0.101
111 H -0.357 -4.986 -5.338  0.082
112 H -1.583 -5.987 -4.594  0.084
113 H -1.967 -5.021 -5.986  0.084

The net charge is +2. As for the spin multiplicity: 1. Its HOMO-LUMO gap is 7.50 eV. For the HOMO energy, the calculation gives -0.483 Ha. For the calculated total energy, the calculation gives -115329.26820 eV.

=====

(2)
This record from OMol25 describes the ion C5H2N2O8 with charge -2 in a non-equilibrium geometry. The level of theory is wB97M-V/def2-TZVPD.

Each line ends with the natural charge from an NBO analysis.
Element x y z (Å)
1 N 0.043 1.440 2.661  -0.396
2 C 0.255 0.712 1.794  0.339
3 C 0.578 -0.062 0.630  -0.048
4 O 1.174 -1.225 0.934  -0.701
5 C 1.774 0.831 0.102  0.765
6 O 1.438 2.026 -0.239  -0.785
7 O 2.903 0.385 0.120  -0.671
8 C -0.546 -0.030 -0.386  0.254
9 O -0.781 1.226 -0.902  -0.737
10 C -0.391 -1.169 -1.477  0.740
11 O -1.244 -1.081 -2.347  -0.715
12 O 0.449 -2.070 -1.279  -0.769
13 N -2.019 -0.268 0.351  0.525
14 O -2.270 -1.416 0.589  -0.419
15 O -2.831 0.612 0.214  -0.388
16 H 1.276 -1.617 0.055  0.510
17 H 0.192 1.706 -0.822  0.495

The net charge is -2. As for the spin multiplicity: 1. Its HOMO-LUMO gap is 8.32 eV. The energy above the lowest of the compared OMol25 structures with the same formula, charge and spin is 0.040 eV. For the HOMO energy, the calculation gives -0.068 Ha. For the calculated total energy, the calculation gives -24575.35936 eV.